Entry 1:
{
  "formula": "C26H21ClCoN3OS5Se2Te2",
  "method": "wB97M-V/def2-TZVPD",
  "symbols": ["Co", "C", "C", "N", "C", "C", "S", "C", "C", "S", "C", "N", "C", "H", "H", "H", "H", "H", "H", "H", "H", "Se", "Te", "Te", "Se", "Cl", "C", "C", "C", "C", "N", "C", "H", "H", "H", "H", "O", "C", "C", "C", "C", "C", "S", "C", "C", "C", "C", "S", "C", "C", "C", "C", "S", "H", "H", "H", "H", "H", "H", "H", "H", "H"],
  "xyz": [[1.085, 0.533, -0.411], [-0.657, 0.028, 3.072], [0.793, 0.279, 2.976], [1.500, 0.323, 1.902], [2.827, 0.507, 2.153], [3.141, 0.628, 3.481], [1.730, 0.502, 4.450], [3.786, 0.555, 1.079], [5.142, 0.564, 1.264], [5.960, 0.682, -0.239], [4.393, 0.706, -1.040], [3.393, 0.622, -0.229], [4.386, 0.849, -2.507], [-1.080, 0.121, 2.075], [-1.129, 0.747, 3.741], [-0.846, -0.975, 3.460], [4.098, 0.796, 3.931], [5.692, 0.503, 2.179], [5.392, 0.714, -2.902], [4.026, 1.846, -2.779], [3.701, 0.135, -2.970], [1.025, 0.033, -2.808], [1.262, 2.215, -4.002], [0.192, 3.898, -2.120], [1.209, 2.938, -0.068], [3.485, -4.529, -2.094], [2.353, -3.714, -1.071], [1.413, -4.438, -0.351], [0.536, -3.720, 0.451], [0.638, -2.345, 0.499], [1.556, -1.658, -0.178], [2.399, -2.338, -0.952], [1.372, -5.515, -0.410], [-0.221, -4.223, 1.030], [-0.035, -1.746, 1.088], [3.138, -1.766, -1.493], [-0.821, 0.281, -0.110], [-2.149, 0.523, -0.318], [-2.494, 1.367, -1.534], [-2.240, 1.125, -2.847], [-2.800, 2.092, -3.712], [-3.498, 3.044, -3.047], [-3.473, 2.787, -1.346], [-2.839, -0.827, -0.466], [-2.772, -1.866, 0.413], [-3.427, -3.029, -0.044], [-3.994, -2.856, -1.264], [-3.735, -1.269, -1.874], [-2.717, 1.255, 0.890], [-2.275, 2.440, 1.394], [-2.972, 2.852, 2.550], [-3.944, 1.980, 2.909], [-4.030, 0.633, 1.835], [-1.659, 0.291, -3.199], [-2.686, 2.060, -4.781], [-4.023, 3.895, -3.434], [-2.285, -1.804, 1.369], [-3.461, -3.953, 0.506], [-4.525, -3.569, -1.862], [-1.462, 2.992, 0.955], [-2.750, 3.763, 3.081], [-4.630, 2.035, 3.730]],
  "mulliken_spin": [2.73, 0.01, 0.00, 0.01, -0.01, 0.00, 0.01, 0.01, 0.01, 0.01, 0.00, 0.01, 0.00, 0.00, 0.00, 0.00, 0.00, 0.00, 0.00, 0.00, 0.00, 0.08, 0.00, 0.00, 0.08, 0.00, 0.00, 0.00, 0.01, 0.00, 0.01, 0.00, 0.00, 0.00, 0.00, 0.00, 0.02, 0.00, 0.01, 0.00, 0.00, 0.00, 0.00, 0.00, 0.00, 0.00, 0.00, 0.00, 0.00, 0.00, 0.00, 0.00, 0.00, 0.00, 0.00, 0.00, 0.00, 0.00, 0.00, 0.00, 0.00, 0.00],
  "multiplicity": 4,
  "gap_ev": [5.27, 5.30],
  "charge": -1,
  "lumo_ev": [2.03, 2.03]
}

***

Entry 2:
{
  "formula": "C26H21N3O3RuS2",
  "method": "wB97M-V/def2-TZVPD",
  "symbols": ["Ru", "N", "C", "C", "C", "C", "C", "C", "C", "C", "C", "C", "C", "C", "N", "C", "C", "C", "C", "N", "H", "H", "H", "H", "H", "H", "H", "H", "H", "H", "S", "C", "C", "C", "C", "C", "C", "S", "H", "H", "H", "H", "C", "C", "C", "O", "C", "O", "O", "H", "H", "H", "H", "H", "H", "H"],
  "xyz": [[-1.179, -1.217, -0.384], [4.127, 6.750, 3.222], [3.506, 5.838, 2.901], [2.728, 4.696, 2.500], [2.046, 3.952, 3.460], [1.298, 2.855, 3.070], [1.233, 2.493, 1.728], [1.911, 3.242, 0.773], [2.656, 4.344, 1.154], [0.428, 1.309, 1.320], [1.110, 0.087, 1.135], [2.456, -0.184, 1.429], [2.665, -1.540, 1.197], [1.443, -2.058, 0.762], [0.517, -1.089, 0.707], [-0.926, 1.465, 1.177], [-1.729, 2.619, 1.426], [-3.021, 2.265, 1.165], [-2.985, 0.910, 0.736], [-1.760, 0.431, 0.753], [2.105, 4.236, 4.501], [0.765, 2.269, 3.808], [1.836, 2.972, -0.273], [3.179, 4.936, 0.415], [3.166, 0.536, 1.804], [3.573, -2.100, 1.345], [1.198, -3.065, 0.461], [-1.363, 3.572, 1.775], [-3.903, 2.879, 1.247], [-3.812, 0.302, 0.399], [-2.143, -2.511, 1.135], [-2.627, -3.946, 0.324], [-3.417, -4.902, 0.996], [-3.760, -6.067, 0.367], [-3.336, -6.311, -0.957], [-2.582, -5.390, -1.631], [-2.208, -4.179, -1.004], [-1.262, -3.021, -1.843], [-3.741, -4.695, 2.009], [-4.362, -6.804, 0.882], [-3.615, -7.236, -1.443], [-2.260, -5.569, -2.648], [2.006, 1.150, -2.544], [0.783, 0.302, -2.844], [0.618, 0.054, -4.339], [0.888, -0.971, -2.198], [-0.506, 0.991, -2.354], [-0.704, 2.158, -2.620], [-1.388, 0.197, -1.814], [2.889, 0.724, -3.027], [2.184, 1.191, -1.466], [1.852, 2.162, -2.912], [1.520, -0.412, -4.739], [0.435, 0.995, -4.857], [-0.227, -0.615, -4.511], [1.697, -1.000, -1.674]],
  "mulliken_charge": [0.51, -0.53, -0.12, 0.62, -0.81, 0.07, -0.48, 0.11, -0.85, 0.62, -0.10, -0.38, -1.13, -0.85, 0.60, 0.26, -0.76, -1.04, -0.33, 0.47, 0.46, 0.52, 0.50, 0.47, 0.58, 0.46, 0.49, 0.55, 0.46, 0.48, -0.24, 0.76, -0.69, -0.56, -0.51, -0.76, 0.74, -0.44, 0.42, 0.37, 0.37, 0.44, -1.63, 1.95, -1.89, -0.54, 0.25, -0.66, -0.86, 0.47, 0.27, 0.40, 0.42, 0.36, 0.40, 0.28],
  "gap_ev": [5.92, 5.87],
  "de_lowest_ev": 1.090,
  "lumo_ev": [-2.31, -2.35]
}

***

Entry 3:
{
  "formula": "C26H21N9OS5SbSiTc",
  "method": "wB97M-V/def2-TZVPD",
  "symbols": ["Tc", "N", "C", "N", "N", "N", "N", "C", "N", "N", "N", "N", "H", "S", "Sb", "S", "S", "S", "O", "Si", "C", "C", "C", "C", "C", "C", "C", "C", "C", "C", "C", "C", "C", "C", "C", "C", "C", "C", "H", "H", "H", "H", "H", "H", "H", "H", "H", "H", "H", "H", "H", "H", "H", "S", "C", "C", "C", "C", "C", "C", "H", "H", "H", "H", "H"],
  "xyz": [[0.923, -0.482, 1.962], [-2.073, -0.401, 3.673], [-1.106, 0.475, 4.062], [-1.248, 1.406, 4.966], [-0.025, 2.000, 5.024], [0.781, 1.499, 4.186], [0.136, 0.483, 3.533], [-1.818, -1.466, 2.869], [-2.690, -2.394, 2.584], [-2.034, -3.223, 1.726], [-0.851, -2.842, 1.515], [-0.642, -1.678, 2.219], [-2.948, -0.394, 4.174], [5.074, -0.029, 0.160], [4.371, -1.602, 1.555], [2.754, -0.591, 3.174], [1.933, -2.332, 0.882], [5.303, -3.423, 2.390], [0.934, 0.769, 0.765], [-0.069, 1.746, -0.288], [-1.370, 0.546, -0.865], [-2.227, -0.124, 0.017], [-3.061, -1.140, -0.425], [-3.061, -1.496, -1.766], [-2.232, -0.835, -2.659], [-1.390, 0.171, -2.210], [-0.549, 3.144, 0.827], [-1.413, 2.982, 1.919], [-1.658, 4.024, 2.796], [-1.055, 5.256, 2.589], [-0.203, 5.440, 1.512], [0.056, 4.390, 0.644], [1.045, 2.249, -1.670], [0.563, 3.104, -2.666], [1.367, 3.465, -3.735], [2.665, 2.975, -3.823], [3.156, 2.130, -2.841], [2.350, 1.769, -1.770], [-2.246, 0.135, 1.067], [-3.697, -1.661, 0.278], [-3.707, -2.292, -2.113], [-2.231, -1.112, -3.705], [-0.726, 0.660, -2.913], [-1.895, 2.033, 2.106], [-2.307, 3.869, 3.647], [-1.243, 6.071, 3.275], [0.273, 6.399, 1.354], [0.744, 4.538, -0.179], [-0.447, 3.495, -2.609], [0.983, 4.128, -4.499], [3.292, 3.257, -4.658], [4.168, 1.748, -2.898], [2.762, 1.120, -1.008], [1.223, -1.984, -1.012], [0.834, -3.625, -1.558], [-0.478, -4.081, -1.501], [-0.770, -5.351, -1.974], [0.237, -6.150, -2.496], [1.544, -5.686, -2.555], [1.847, -4.417, -2.090], [-1.249, -3.454, -1.078], [-1.786, -5.719, -1.925], [0.002, -7.141, -2.860], [2.326, -6.311, -2.965], [2.859, -4.038, -2.133]],
  "mulliken_charge": [0.87, -0.01, 0.20, -0.43, -0.52, -0.43, 0.74, 0.32, -0.60, -0.60, -0.21, 0.68, 0.26, -0.46, 0.78, -0.22, 0.06, -0.49, -0.08, -0.29, 0.99, -0.36, -0.78, -0.62, -0.65, -0.32, 0.67, -0.37, -0.51, -0.55, -0.74, -0.33, 0.02, -0.13, -0.74, -0.49, -0.54, 0.37, 0.51, 0.54, 0.41, 0.40, 0.28, 0.37, 0.44, 0.38, 0.42, 0.35, 0.50, 0.41, 0.40, 0.43, -0.41, 0.20, 0.18, 0.14, -0.88, -0.44, -0.57, -0.54, 0.32, 0.43, 0.39, 0.38, 0.48],
  "gap_ev": 6.09,
  "lumo_ev": -2.87
}

***

Entry 4:
{
  "formula": "C26H22AsClO3Ru",
  "method": "wB97M-V/def2-TZVPD",
  "symbols": ["Cl", "C", "C", "C", "H", "C", "C", "H", "H", "H", "C", "Ru", "C", "O", "C", "O", "H", "H", "H", "O", "As", "C", "C", "C", "C", "C", "C", "C", "C", "C", "C", "C", "C", "C", "C", "C", "C", "C", "C", "H", "H", "H", "H", "H", "H", "H", "H", "H", "H", "H", "H", "H", "H", "H"],
  "xyz": [[0.027, 4.892, -5.035], [-2.226, -0.038, -3.494], [-1.355, -1.171, -3.348], [-0.141, -0.890, -4.064], [-1.588, -2.101, -2.840], [-0.210, 0.461, -4.573], [-1.485, 1.007, -4.168], [-1.816, 2.001, -4.451], [-3.262, 0.017, -3.163], [0.703, -1.560, -4.210], [0.830, 1.173, -5.360], [-0.373, 0.617, -2.346], [1.233, 1.564, -2.161], [2.239, 2.107, -1.937], [-1.212, 2.069, -1.501], [-1.698, 2.957, -0.921], [1.827, 0.861, -5.023], [0.720, 2.264, -5.235], [0.767, 0.963, -6.436], [0.221, -0.653, -0.642], [0.166, -0.588, 1.072], [1.761, -1.525, 1.545], [1.709, -2.576, 2.468], [2.899, -3.208, 2.843], [4.118, -2.806, 2.287], [4.155, -1.761, 1.361], [2.972, -1.136, 0.954], [0.254, 1.259, 1.627], [-0.809, 1.827, 2.340], [-0.682, 3.132, 2.838], [0.476, 3.873, 2.583], [1.510, 3.319, 1.825], [1.402, 2.006, 1.345], [-1.491, -1.342, 1.701], [-2.452, -1.771, 0.777], [-3.664, -2.290, 1.249], [-3.908, -2.389, 2.621], [-2.938, -1.972, 3.535], [-1.726, -1.443, 3.079], [0.746, -2.915, 2.856], [2.862, -4.034, 3.549], [5.040, -3.314, 2.577], [5.102, -1.446, 0.924], [2.992, -0.384, 0.160], [-1.730, 1.258, 2.483], [-1.506, 3.568, 3.408], [0.565, 4.894, 2.966], [2.396, 3.904, 1.579], [2.196, 1.575, 0.729], [-2.251, -1.690, -0.294], [-4.421, -2.618, 0.537], [-4.854, -2.793, 2.986], [-3.116, -2.049, 4.607], [-0.972, -1.106, 3.794]],
  "mulliken_spin": [1.01, 0.04, 0.16, 0.13, 0.01, 0.01, -0.02, 0.01, 0.00, 0.01, 0.02, 1.40, 0.06, 0.02, 0.04, 0.03, 0.00, -0.01, 0.00, -0.04, 0.15, 0.23, 0.02, 0.24, 0.21, -0.02, 0.19, -0.01, -0.01, 0.01, 0.01, 0.00, 0.02, 0.00, 0.02, 0.01, 0.00, 0.00, 0.00, 0.01, 0.00, 0.00, 0.00, 0.04, 0.00, 0.00, 0.00, 0.00, 0.00, 0.00, 0.00, 0.00, 0.00, 0.00],
  "multiplicity": 5,
  "gap_ev": [4.75, 3.85],
  "charge": 2,
  "lumo_ev": [-6.81, -11.11]
}